(1)
DFT (ωB97M-V/def2-TZVPD) results for a structure of composition C23H43BCdCl2F4N3O4Si at a distorted geometry.

Output
F_max in eV/Å: 3.79
HOMO level in eV: -2.602
Total energy in eV: -86250.9798
Kohn-Sham gap in eV: 5.04
Energy relative to the best compared isomer or geometry (same formula, charge and spin) in kJ/mol: 427.6

```
! RIJCOSX wB97M-V def2-TZVPD def2/J DEFGRID3
* xyz -1 1
C -2.359 0.001 -4.793
C -1.415 -0.743 -3.890
H -1.812 0.530 -5.582
H -2.930 0.721 -4.201
H -3.051 -0.698 -5.292
C -0.645 -1.786 -4.376
C -0.877 -2.493 -5.652
H 0.125 -2.208 -3.746
H -0.530 -1.953 -6.553
H -1.930 -2.802 -5.791
H -0.301 -3.430 -5.658
Cd -1.006 1.200 2.105
Cl -3.164 0.576 1.046
C -0.667 -1.821 2.406
O 0.089 -0.888 2.060
N -0.192 -2.944 2.956
C 1.209 -3.028 3.358
C -1.119 -3.857 3.593
H -1.775 -1.731 2.329
H 1.471 -2.216 4.057
H 1.873 -2.980 2.485
H 1.325 -3.992 3.861
H -1.941 -4.086 2.901
H -1.543 -3.401 4.505
H -0.576 -4.762 3.863
H 1.892 4.234 5.545
H -1.149 3.767 6.067
C 1.570 3.680 4.659
C -0.642 4.576 5.511
N 0.170 4.047 4.417
H 1.670 2.597 4.821
C -0.444 3.777 3.266
O 0.080 3.127 2.312
H -1.396 5.230 5.057
H -1.490 4.157 3.222
H 2.172 3.981 3.792
H 0.012 5.158 6.169
H 2.469 0.767 -3.121
H 2.539 -1.919 -3.364
C 3.281 0.563 -2.407
C 3.274 -1.870 -2.550
N 3.012 -0.699 -1.725
H 3.355 1.380 -1.690
C 3.199 -0.762 -0.348
O 3.381 0.196 0.389
H 3.209 -2.794 -1.959
H 3.179 -1.811 0.029
H 4.213 0.482 -2.981
H 4.279 -1.792 -2.992
O -0.665 0.289 -2.863
C -1.661 -0.577 -2.371
C 0.128 -2.017 -1.368
C -1.215 -1.658 -1.464
H 0.857 -1.334 -1.818
C 0.490 -3.226 -0.774
H -2.578 -0.065 -2.046
C -2.185 -2.389 -0.756
H 1.544 -3.540 -0.765
C -0.513 -4.066 -0.263
C -1.853 -3.639 -0.225
H -3.187 -1.968 -0.679
H -0.264 -5.078 0.085
H -2.632 -4.307 0.164
Si -0.322 2.319 -2.045
Cl 0.234 0.916 -0.099
C 1.132 3.464 -1.481
C -1.902 2.961 -1.294
C -0.192 2.347 -3.900
H 1.172 3.507 -0.378
H 0.935 4.487 -1.860
H 2.118 3.146 -1.855
H 0.619 1.683 -4.252
H 0.034 3.373 -4.248
H -1.148 2.052 -4.372
H -2.642 2.174 -1.106
H -2.373 3.748 -1.902
H -1.668 3.412 -0.318
F -1.500 1.099 4.390
B -0.447 0.521 5.264
F -0.412 1.257 6.450
F -0.766 -0.824 5.494
F 0.767 0.653 4.547
*
```

These are the Löwdin partial charges, in e, on atoms 1 to 4: number 1, C, carries -0.038; number 2, C, carries -0.358; number 3, H, carries 0.080; number 4, H, carries 0.081

=====

(2)
DFT (ωB97M-V/def2-TZVPD) results for a structure of composition C23H43BrN4OS at a distorted geometry.

Output
F_max in eV/Å: 2.09
HOMO level in eV: -8.207
Total energy in eV: -113433.0477
Kohn-Sham gap in eV: 7.49

```
! RIJCOSX wB97M-V def2-TZVPD def2/J DEFGRID3
* xyz 0 1
O 5.254 -2.876 1.035
C 4.434 -1.812 0.569
C 3.046 -1.836 1.290
C 1.932 -2.553 0.537
C 0.757 -1.881 0.317
C -0.351 -2.529 -0.356
C -1.725 -1.796 -0.574
C -2.737 -2.548 0.380
C -3.309 -1.622 1.490
Br -3.259 -2.569 3.225
C -0.292 -3.813 -0.805
C 0.917 -4.573 -0.651
N 1.124 -5.830 -1.042
S 2.672 -6.107 -0.558
N 3.078 -4.702 0.127
C 2.006 -3.888 0.036
H 4.684 -3.558 1.410
H 4.900 -0.845 0.832
H 4.291 -1.836 -0.525
H 2.752 -0.790 1.476
H 3.149 -2.302 2.290
H 0.620 -0.843 0.639
H -2.029 -1.956 -1.619
H -1.645 -0.731 -0.312
H -3.539 -3.038 -0.199
H -2.222 -3.369 0.900
H -4.353 -1.336 1.319
H -2.674 -0.738 1.627
H -1.155 -4.284 -1.287
C 0.903 1.652 3.215
C 0.230 2.861 3.852
N -1.174 2.984 3.503
C -1.743 4.280 3.840
C -1.812 4.669 5.320
C -2.008 1.832 3.806
C -2.053 1.334 5.254
H 0.755 1.646 2.133
H 1.977 1.683 3.407
H 0.527 0.712 3.623
H 0.755 3.752 3.494
H 0.384 2.823 4.940
H -2.747 4.350 3.410
H -1.161 5.046 3.318
H -2.587 4.117 5.850
H -2.064 5.729 5.406
H -0.860 4.518 5.832
H -1.675 1.001 3.176
H -3.029 2.033 3.469
H -1.059 1.248 5.697
H -2.505 0.340 5.279
H -2.662 1.976 5.889
C 1.822 2.191 -6.144
C 1.560 0.911 -5.361
N 0.711 1.113 -4.201
C 0.708 -0.016 -3.285
C 0.142 -1.348 -3.788
C -0.586 1.719 -4.456
C -1.519 1.024 -5.454
H 2.211 2.975 -5.493
H 2.563 2.002 -6.922
H 0.921 2.562 -6.635
H 2.528 0.534 -5.020
H 1.152 0.153 -6.045
H 0.177 0.268 -2.369
H 1.741 -0.191 -2.966
H -0.945 -1.323 -3.864
H 0.391 -2.138 -3.076
H 0.554 -1.630 -4.757
H -0.417 2.741 -4.808
H -1.113 1.845 -3.506
H -1.007 0.743 -6.376
H -2.328 1.705 -5.729
H -1.983 0.135 -5.029
*
```

These are the Löwdin partial charges, in e, on atoms 1 to 4: number 1, O, carries -0.090; number 2, C, carries -0.242; number 3, C, carries -0.113; number 4, C, carries -0.157

=====

(3)
DFT (ωB97M-V/def2-TZVPD) results for the molecule C23H43FO6 at a distorted geometry.

Output
F_max in eV/Å: 3.80
HOMO level in eV: -9.696
Total energy in eV: -39548.7452
Kohn-Sham gap in eV: 10.38

```
! RIJCOSX wB97M-V def2-TZVPD def2/J DEFGRID3
* xyz 0 1
C -1.164 -1.638 -4.148
C -0.316 -0.364 -3.907
C -1.120 0.765 -3.311
O -1.885 1.340 -3.970
O -0.996 1.109 -1.982
C -1.892 0.274 -1.191
C -2.467 1.117 -0.052
C -1.934 0.690 1.355
C -2.521 -0.727 1.604
C -1.532 -1.864 1.982
C -1.322 -2.885 0.816
C 0.166 -3.277 0.623
C 0.817 -2.618 -0.600
C 2.335 -2.891 -0.668
C 3.061 -1.639 -1.172
C 2.962 -0.433 -0.177
C 4.280 0.337 -0.007
C 5.190 -0.095 1.195
O 4.610 -1.024 2.095
C 4.874 -2.370 1.743
O -2.446 1.523 2.404
C -2.317 2.898 2.241
O -1.434 3.440 2.758
C -3.357 3.736 1.508
C -2.801 4.649 0.369
C -3.552 4.413 -0.973
O -1.415 4.567 0.165
C -0.397 0.734 1.285
C 0.323 0.805 2.642
F 0.028 1.834 0.544
H -0.567 -2.543 -4.042
H -2.004 -1.729 -3.456
H -1.549 -1.599 -5.167
H 0.081 0.004 -4.852
H 0.543 -0.656 -3.298
H -1.298 -0.569 -0.836
H -2.686 -0.100 -1.842
H -2.208 2.140 -0.300
H -3.556 1.036 -0.002
H -3.097 -1.062 0.741
H -3.257 -0.645 2.405
H -2.024 -2.454 2.759
H -0.586 -1.544 2.416
H -1.780 -2.552 -0.118
H -1.840 -3.811 1.078
H 0.192 -4.359 0.442
H 0.711 -3.121 1.559
H 0.299 -2.990 -1.488
H 0.650 -1.536 -0.547
H 2.714 -3.244 0.289
H 2.487 -3.700 -1.392
H 4.112 -1.836 -1.399
H 2.558 -1.337 -2.096
H 2.502 -0.740 0.765
H 2.262 0.270 -0.640
H 4.891 0.276 -0.911
H 4.026 1.391 0.130
H 6.119 -0.532 0.807
H 5.438 0.798 1.771
H 5.802 -2.751 2.193
H 4.988 -2.444 0.657
H 4.052 -2.982 2.112
H -3.903 4.288 2.273
H -4.090 3.042 1.081
H -3.025 5.683 0.640
H -2.942 3.842 -1.680
H -4.521 3.935 -0.832
H -3.697 5.385 -1.448
H -1.196 4.007 -0.590
H 0.015 -0.125 0.755
H 0.887 1.735 2.678
H 1.059 -0.004 2.712
H -0.339 0.726 3.501
*
```

These are the Löwdin partial charges, in e, on atoms 1 to 4: number 1, C, carries -0.070; number 2, C, carries -0.128; number 3, C, carries -0.527; number 4, O, carries 0.177